C53H95ClF3N2O11PS2 | ωB97M-V with the def2-TZVPD basis set

Its net charge is 0. The lowest unoccupied orbital energy comes out at -1.04 eV. Its HOMO-LUMO gap is 7.374 eV. The calculation puts the HOMO energy at -8.4 eV. The calculation puts the total energy at -133635.1220 eV.

Each line ends with the Löwdin charge.
Atoms and positions in Å:
H1 0.8046 7.1778 -4.6447  0.11
H2 1.3094 2.7844 -2.8178  0.10
H3 -0.4339 -6.2266 0.5631  0.10
C1 -0.8995 -12.1814 0.4664  -0.21
C2 2.4443 5.7659 -2.9335  -0.21
H4 6.6662 0.5182 -6.8496  0.11
C3 2.7266 6.3499 -5.1807  -0.21
O1 2.8899 5.3115 -4.2145  -0.15
N1 0.8583 3.1561 4.2039  -0.21
C4 -1.1903 -2.8032 -4.9523  -0.16
C5 -0.4764 4.4471 0.1264  -0.58
C6 -4.9863 6.3246 1.9900  -0.20
H5 -4.0011 6.6693 0.1002  0.12
H6 -1.0418 -8.8950 0.7035  0.10
C7 -3.7317 6.5192 1.1483  -0.17
H7 3.6888 -1.5341 -8.0831  0.12
C8 2.2439 4.6369 1.7902  -0.19
H8 3.8543 -8.0254 -1.1286  0.11
H9 0.1815 -1.8972 7.3208  0.08
H10 2.2735 -8.3725 -3.3255  0.11
H11 -1.2957 -1.3250 -3.3369  0.12
O2 -0.9676 -6.1692 2.5574  -0.16
S1 -0.3781 2.4873 4.9722  1.06
H12 -0.5282 -9.3348 3.3488  0.11
H13 -6.6348 9.9181 3.6782  0.10
C9 1.7784 0.8554 -1.9165  -0.22
C10 -0.7027 -1.5599 -4.2215  -0.20
H14 -0.2028 -2.0319 10.1028  0.11
H15 4.1281 3.5674 1.9267  0.12
H16 6.7600 1.2717 -8.4450  0.11
H17 -8.8901 10.7630 4.1184  0.11
H18 4.1061 -1.0488 0.5857  -0.02
H19 4.8295 2.0566 -6.6587  0.11
H20 -2.6258 7.5960 2.6602  0.11
H21 0.8275 2.9790 -0.6070  0.11
H22 3.0340 2.4364 -2.6459  0.12
C11 6.1237 0.6875 -7.7822  -0.17
H23 -5.9161 11.4080 4.3037  0.11
H24 4.4282 1.9107 -8.3796  0.12
H25 1.5247 7.6626 -2.3541  0.11
H26 -2.0962 -6.7279 0.9228  0.12
H27 2.2457 -8.7234 -0.9007  0.11
H28 1.0840 1.1158 -4.5795  0.11
O3 1.9585 4.2288 0.4569  -0.09
H29 -1.5827 -11.9855 1.2936  0.12
C12 2.0999 1.3000 -4.2244  -0.14
H30 -0.3822 -0.4810 -7.1707  0.12
H31 -1.3411 -3.0526 -7.1388  0.11
H32 -7.7313 13.5421 4.5905  0.12
C13 -1.0579 -8.5079 2.8769  -0.17
H33 -2.4872 8.3379 1.0628  0.11
O4 -0.8043 -0.4786 -5.1551  -0.15
H34 -5.7811 5.7998 1.4593  0.12
O5 1.1665 -6.1253 -1.1898  -0.16
H35 -0.5828 -0.4818 10.8617  0.11
H36 2.1917 1.0234 -0.9170  0.10
C14 2.3761 -7.5017 -2.6796  -0.17
O6 3.8636 0.3180 -7.2001  -0.16
H37 2.6360 1.8517 -4.9929  0.11
O7 2.3939 -0.2918 -2.4947  -0.15
C15 -4.4348 8.5949 2.0273  -0.22
H38 0.7008 0.6663 -1.8178  0.12
C16 4.4327 -0.9459 -7.5441  -0.21
C17 1.8628 7.4171 -4.5200  -0.17
H39 -0.9714 -2.4330 1.1862  0.08
H40 -0.2215 -0.2919 6.7026  0.07
H41 -2.2768 -2.8864 -4.8793  0.11
H42 0.2814 -2.7001 -6.5324  0.11
H43 -4.7638 5.7749 2.9113  0.12
C18 -1.1584 -13.5166 -0.2193  -0.17
C19 2.4794 -0.1197 2.3583  -0.34
C20 -1.0558 -6.7795 1.2647  -0.19
C21 -1.3287 -2.6661 2.1903  -0.09
H44 0.1272 -12.1215 0.8439  0.12
H45 -2.2259 -13.7461 -0.2104  0.11
H46 -2.1270 -8.7322 2.8963  0.11
C22 2.7880 -7.8404 -1.2477  -0.16
C23 -0.8604 -1.6072 3.1901  -0.27
F1 -0.6917 5.2911 1.1533  0.14
H47 -2.5452 -1.9022 9.5709  0.11
C24 0.8363 0.8998 3.7189  -0.29
C25 3.0840 1.1560 2.1338  -0.03
C26 -0.6963 -13.2245 -1.6458  -0.17
C27 2.0598 1.9947 -2.8717  -0.17
H48 -0.5237 -11.2181 -2.5165  0.11
C28 1.0544 -6.7787 -2.4543  -0.20
H49 2.4663 -0.8457 -4.4938  0.11
H50 3.9675 1.2094 1.5084  0.11
H51 3.4233 4.0945 3.4646  0.13
P1 3.3230 -1.5603 1.6278  0.38
H52 3.2109 7.7846 -2.8699  0.11
H53 -4.3281 9.2845 2.8660  0.11
H54 -2.4882 -0.1363 9.4164  0.11
H55 -0.6289 -14.3417 0.2542  0.11
H56 -2.4189 -2.6578 2.1664  0.08
H57 2.2737 5.9299 -6.0796  0.12
H58 0.5233 2.8598 1.1103  0.14
H59 3.0845 -5.8200 -0.4969  0.12
H60 3.8630 0.0700 -3.8944  0.12
C29 -0.7817 -2.4920 -6.3913  -0.17
O8 -1.0806 -11.1768 -0.5335  -0.16
C30 1.4606 2.1715 3.5340  -0.32
H61 5.4028 -0.5176 -9.4260  0.11
C31 2.6015 2.3063 2.6925  -0.17
H62 0.3921 -13.2891 -1.7082  0.11
Cl1 1.2249 -2.3839 4.8057  0.67
H63 4.6935 -1.4778 -6.6220  0.12
C32 -1.9311 -1.0638 9.2394  -0.21
C33 2.3196 -6.6037 -0.4931  -0.20
H64 -4.7562 9.1661 1.1486  0.12
C34 0.2856 -0.3490 8.8380  -0.17
H65 -1.2264 -0.6390 2.8535  0.10
H66 2.3773 -2.3934 1.0171  -0.01
H67 0.2187 -7.4864 -2.4117  0.12
H68 3.1775 5.4790 -2.1788  0.12
H69 0.8375 -6.0333 -3.2209  0.11
H70 -2.0780 -0.7841 -6.7462  0.12
H71 -1.2918 -1.8054 4.1676  0.10
H72 -1.0120 -3.6625 2.4901  0.06
C35 -6.9225 11.6794 2.4126  -0.21
C36 4.7890 1.3649 -7.5013  -0.20
H73 -1.4581 -6.9692 4.3917  0.12
H74 -2.1865 -11.7344 -2.1803  0.12
H75 -0.7519 -3.7189 -4.5584  0.10
H76 -9.3062 13.1207 3.8930  0.11
C37 -3.1632 7.8099 1.7335  -0.17
H77 0.3447 -1.6647 -3.9193  0.10
O9 -1.6833 -1.1932 7.8408  -0.14
H78 1.3531 -0.5393 8.9387  0.11
C38 3.1967 3.6722 2.4822  -0.10
H79 0.4786 -8.2950 1.3719  0.10
C39 0.6779 -1.6101 3.2865  -0.64
C40 -6.7722 10.9952 3.7640  -0.18
C41 2.2635 7.2726 -3.0527  -0.16
S2 4.4136 -2.5087 2.9321  0.12
F2 -1.5712 3.6586 0.0255  0.13
H80 -7.4648 11.0413 1.7065  0.12
N2 -0.2296 0.9665 4.5215  -0.21
H81 6.4231 -1.4322 -8.3107  0.11
C42 1.3541 -0.2788 3.0951  -0.21
H82 2.0374 8.4116 -4.9278  0.11
H83 3.7137 6.7468 -5.4432  0.12
H84 -8.0239 11.3392 5.5462  0.11
C43 -0.6099 -8.2232 1.4438  -0.16
O10 -7.6883 12.8633 2.6453  -0.14
F3 -0.3950 5.1723 -1.0004  0.14
H85 2.6924 5.6289 1.7476  0.13
C44 5.6729 -0.6458 -8.3757  -0.17
H86 0.2460 -7.1180 3.9248  0.12
H87 1.3444 4.7177 2.3963  0.10
H88 -5.9676 11.9564 1.9636  0.11
H89 1.4960 5.2740 -2.6974  0.10
H90 2.0469 -6.8113 0.5425  0.11
H91 -3.0540 5.6743 1.2071  0.08
C45 -1.0395 -0.9929 -6.4666  -0.20
C46 -0.5660 -1.0193 9.9145  -0.17
C47 -0.7849 -7.1713 3.5574  -0.20
C48 -8.0701 11.3982 4.4600  -0.17
H92 0.1285 0.7327 8.8571  0.11
H93 3.1062 -6.8261 -3.1305  0.11
H94 1.0140 -2.2585 2.4803  0.04
O11 -5.4436 7.6341 2.3383  -0.15
C49 2.7721 -0.0176 -3.8543  -0.19
C50 -0.2986 -0.9492 7.5650  -0.23
C51 -8.2588 12.8231 3.9538  -0.21
C52 0.7382 3.5642 0.3027  -0.10
C53 -1.1515 -11.7820 -1.8253  -0.20
H95 -1.1205 -13.8949 -2.3914  0.11

Cartesian forces (eV/Å) of the 2 atoms listed first:
0.002 -0.005 -0.006
0.029 0.021 -0.049


C53H97In2N6O18 | ωB97M-V with the def2-TZVPD basis set

Its net charge is -1. The lowest unoccupied orbital energy comes out at -2.60 eV. Its HOMO-LUMO gap is 2.666 eV. For the energy above the lowest of the compared OMol25 structures with the same formula, charge and spin, the calculation gives 0.794 eV. The calculation puts the HOMO energy at -5.3 eV. The calculation puts the total energy at -112655.7320 eV.

Each line ends with the Löwdin charge.
Atoms and positions in Å:
H1 -1.4822 1.8688 5.8303  0.08
H2 -0.1147 -1.6043 4.6506  0.07
H3 -2.1026 -2.0904 0.5854  0.06
C1 -1.8099 4.0838 1.3651  -0.98
N1 5.0036 1.7483 0.4110  -0.12
C2 -4.7621 0.0980 -6.8164  -0.20
H4 4.9169 -0.6436 5.2646  0.09
C3 -6.9645 1.4692 -4.6612  -0.03
H5 -5.8636 0.4610 -2.7023  0.08
O1 -0.6187 2.0548 -3.7989  -0.03
C4 -5.3520 -1.5843 -4.0952  -0.01
H6 -0.5337 2.4068 4.5309  0.06
H7 4.0894 0.3656 1.1075  0.09
H8 -7.1659 0.4178 -4.8664  0.07
C5 1.0579 -1.3812 7.0298  -0.19
H9 4.2801 0.6145 4.4346  0.07
C6 -2.7411 -2.4100 1.4089  -0.01
O2 0.6352 0.5399 1.1677  -0.01
H10 0.7260 -2.1972 6.3879  0.09
H11 -7.2052 1.7779 -3.6439  0.08
H12 3.0679 -4.9195 1.3842  0.12
H13 -0.7552 -0.5922 6.9552  0.12
C7 -5.0534 -0.2051 2.0965  -0.53
H14 1.8390 -2.1784 1.0636  0.07
C8 7.5063 1.6451 -0.9540  -0.17
C9 2.1318 4.3204 -4.2659  -0.34
H15 -5.7779 1.9010 -6.9298  0.11
H16 -3.5856 -2.5813 -1.2256  0.07
C10 4.1287 0.0998 5.3834  -0.04
H17 2.6413 -1.2923 3.3801  0.08
H18 5.8902 -0.7716 -1.1144  0.06
H19 -2.6082 -1.7283 2.2490  0.07
H20 -4.2784 -4.0945 -0.4540  0.09
H21 4.7025 -4.5594 -0.5959  0.11
C11 -5.3450 3.1269 -4.4938  -0.06
H22 -0.3287 6.6783 -3.5834  0.15
C12 -0.7385 4.5619 -3.6829  -0.28
C13 1.4349 3.1876 -4.3513  0.18
C14 1.4045 -3.5126 -3.5516  -0.04
C15 1.4769 5.6210 -4.0287  -0.28
C16 3.7406 1.8014 -1.7314  -0.03
C17 -4.2072 -0.5109 -4.4170  -0.46
C18 0.1272 5.7052 -3.6914  0.16
O3 -1.0676 3.9398 2.3610  0.04
O4 -1.1421 4.3887 0.3678  0.08
H23 2.1466 -3.1345 -4.2547  0.08
H24 7.0168 3.5245 0.0844  0.13
H25 -2.5087 -3.4652 1.5523  0.09
H26 3.9717 -3.3372 -2.5879  0.11
C19 -0.0184 3.1576 -3.9785  -0.21
H27 -6.2639 -1.4230 -4.6702  0.06
H28 -6.5935 1.2296 2.5068  0.08
H29 0.9400 -1.2564 -2.4891  0.09
N2 -4.6729 -0.8792 0.8933  -0.09
C20 -5.1442 -3.1630 1.7591  -0.13
H30 6.3772 1.2950 -2.6964  0.11
C21 2.7311 -0.4506 5.2693  -0.50
C22 -5.9824 -1.1305 2.9910  -0.10
H31 -3.5767 -1.5828 -6.3484  0.12
H32 2.7441 -5.7452 -0.1055  0.11
C23 1.2898 -3.0566 1.4029  0.00
H33 5.4883 3.7955 2.0071  0.08
C24 1.8396 -3.1854 -2.1067  -0.45
H34 3.1434 -1.7474 7.1058  0.13
H35 0.0978 2.4780 6.1092  0.08
In1 -2.3229 2.2257 -1.5840  1.16
H36 -6.1475 -0.5371 3.8902  0.11
H37 -4.5661 -2.5958 3.8579  0.10
H38 1.3633 0.5767 3.1612  0.04
H39 -6.1029 -3.2021 1.2419  0.11
H40 -5.1257 -2.6482 -4.1652  0.08
C25 0.2212 -0.1357 6.7929  -0.16
N3 0.9136 -3.9069 -1.1059  -0.07
C26 6.1673 1.9262 1.2508  -0.48
C27 2.7578 -4.7559 0.3521  -0.17
H41 1.8662 2.2346 -4.6202  0.15
H42 -4.3524 0.1812 -7.8231  0.11
C28 -4.9835 1.5222 -6.2867  -0.12
H43 -4.2189 1.0831 3.6066  0.09
C29 1.8307 -1.6677 -2.0142  -0.04
H44 -5.1992 -2.8864 -0.8420  0.07
H45 -5.8296 3.7318 -5.2601  0.09
C30 4.9698 1.2660 -1.0170  -0.40
H46 3.8775 -3.0375 0.0892  0.09
H47 2.5300 -1.1946 -2.7037  0.08
O5 4.3234 5.6314 -1.7015  0.04
C31 -3.7886 -0.6068 -5.9117  -0.13
C32 -0.4384 -0.5830 4.4502  -0.01
O6 3.9368 1.3133 1.1222  -0.07
In2 1.6815 3.4257 1.4411  1.15
N4 3.6062 5.2445 -0.8138  -0.70
N5 1.7247 0.6329 4.9506  -0.09
O7 -4.9926 0.8602 -2.6421  -0.06
C33 -5.7902 1.0813 1.7852  -0.03
H48 1.6546 -3.4208 2.3634  0.07
H49 8.1567 2.5813 0.9136  0.11
H50 -3.0067 -0.3317 0.4808  0.04
H51 -6.2628 0.9870 0.8075  0.08
H52 -5.7164 -0.3867 -7.0226  0.11
H53 4.1870 0.7733 6.2385  0.09
H54 4.3303 -0.8874 -0.6669  0.05
H55 6.0570 2.8709 -2.1092  0.12
C34 6.6731 0.5055 1.7839  -0.01
C35 0.2853 0.4400 5.3639  -0.44
H56 -2.8230 -0.1588 -6.1463  0.12
C36 -3.0201 -0.7801 -3.5892  -0.06
H57 -5.7774 -1.6462 -3.0936  0.06
H58 3.4877 2.8580 -1.6430  0.07
H59 -4.3074 3.4516 -4.4151  0.08
H60 7.7502 0.5957 -0.7885  0.10
C37 -4.1911 -2.2858 0.9242  -0.48
H61 0.4452 0.7153 7.4361  0.12
H62 -0.4892 -4.8487 1.0022  0.06
C38 -5.4272 1.6825 -4.8218  -0.52
H63 8.3127 2.0966 -1.5319  0.11
H64 1.4769 -4.5780 -3.7702  0.08
C39 -5.4273 -2.5785 3.1899  -0.15
H65 -5.8180 3.4283 -3.5591  0.09
H66 0.9578 -1.6918 8.0698  0.11
H67 -3.0462 0.6460 2.3496  0.09
O8 -0.8031 -0.0252 -0.3650  -0.01
C40 2.7763 -1.6514 4.4004  -0.05
H68 -6.1080 -3.2218 3.7475  0.09
C41 7.2586 2.4845 0.3035  -0.15
H69 2.7266 -0.1413 7.3170  0.11
C42 0.2420 0.5369 -0.0221  -1.00
C43 3.2487 -3.7928 -1.9113  -0.14
H70 0.4031 -3.1502 -3.7838  0.08
C44 0.4486 -5.3510 0.7648  -0.05
H71 -0.2640 -2.5649 -0.4270  0.05
H72 0.7081 -5.7675 1.7381  0.08
O9 -0.3224 -3.2730 -1.0726  -0.03
H73 -1.4688 -0.5227 4.8007  0.07
H74 -4.0927 2.1175 -6.4872  0.12
H75 1.9404 -1.2543 -1.0116  0.07
H76 2.0087 -2.4059 4.5727  0.07
C45 3.7944 -3.9700 -0.4690  -0.16
C46 -4.1972 -3.0078 -0.4305  -0.04
H77 -7.5525 2.0710 -5.3541  0.09
O10 3.9416 5.1137 0.3400  -0.09
H78 -2.2617 0.0003 -3.6520  0.07
O11 -1.9632 4.4973 -3.4324  -0.02
N6 -4.6298 0.8120 -3.9720  -0.13
H79 -3.3224 -1.0278 -2.5717  0.07
O12 1.7774 1.2241 3.7366  -0.08
H80 -6.9390 -1.1453 2.4688  0.11
H81 6.5796 -0.2706 1.0242  0.06
H82 -2.4833 -1.6728 -3.9102  0.10
O13 3.4073 4.2609 -4.5140  0.11
H83 3.7138 -2.2065 4.3688  0.09
O14 2.2033 6.7214 -3.8823  0.09
C47 6.0580 2.9536 2.4004  -0.01
H84 4.6253 -0.6571 -2.3235  0.07
H85 2.8632 1.2568 -1.3825  0.07
H86 0.2827 -2.6676 1.5528  0.07
C48 6.2282 1.8493 -1.7698  -0.13
H87 7.7132 0.5634 2.1046  0.08
O15 -3.8394 -0.1599 0.0350  -0.05
H88 -0.4000 -0.3788 3.3802  0.07
O16 -2.8370 3.4787 1.0562  0.05
H89 -4.7019 -4.1591 1.7740  0.11
H90 -5.1461 1.9573 1.7088  0.08
H91 5.4005 2.4983 3.1410  0.06
H92 6.1481 0.2802 2.7122  0.06
H93 3.8649 1.7092 -2.8104  0.09
H94 -3.5146 -0.5088 3.5779  0.06
C49 -0.4633 1.8193 5.4463  -0.02
O17 2.4544 4.9931 -1.0309  -0.08
C50 -3.8919 0.2879 2.9367  -0.05
H95 3.3095 -4.8235 -2.2604  0.11
H96 7.0120 3.2186 2.8563  0.09
H97 0.2734 -6.2139 0.1223  0.09
O18 0.4173 1.6047 -0.6372  -0.05
C51 4.9397 -0.2911 -1.3461  -0.03
C52 1.3542 -4.2021 0.2921  -0.48
C53 2.4836 -0.9916 6.6798  -0.17

Cartesian forces (eV/Å) of the 2 atoms listed first:
-0.079 -0.992 0.156
0.181 0.080 -0.179


Question: Which value of lowest unoccupied orbital energy does entry 2 give?
Answer: -2.60 eV